20
Properties=species:S:1:pos:R:3 method="wB97M-V/def2-TZVPD" de_lowest_kcal_mol=94.30 orbital_gap_ha=0.2906 molar_mass_g_mol=249.20
C 0.663 -0.371 -1.535
C 0.157 -1.816 -1.195
C 1.552 0.499 -0.842
C 0.718 -2.616 -0.281
C 1.288 -3.276 0.508
C -0.627 -0.634 -0.721
C -0.642 2.288 0.826
C -1.152 1.119 1.645
S 2.165 0.264 0.605
S -0.448 -0.506 1.091
Br -2.272 -0.016 -1.285
H 0.431 -0.296 -2.570
H -0.295 -2.336 -2.093
H 1.382 1.438 -1.258
H 1.481 -4.101 1.087
H 0.401 2.440 1.010
H -0.722 2.348 -0.262
H -1.013 3.302 1.286
H -2.162 1.109 1.322
H -0.905 1.164 2.661

---

20
Properties=species:S:1:pos:R:3 method="wB97M-V/def2-TZVPD" de_lowest_kcal_mol=56.67 orbital_gap_ha="0.3191 / 0.2089" molar_mass_g_mol=168.63
C -2.389 -0.629 -0.723
C -1.927 0.645 -0.438
C -1.496 -1.617 -1.145
C -0.586 0.953 -0.556
C -0.162 -1.343 -1.281
C 0.326 -0.039 -1.009
C 1.649 0.257 -1.092
C 0.649 0.131 2.209
N 2.724 0.646 -1.448
N 1.935 0.302 1.662
Cl 2.466 1.920 1.728
H -3.439 -0.861 -0.624
H -2.615 1.410 -0.106
H -1.869 -2.605 -1.371
H -0.225 1.954 -0.372
H 0.537 -2.097 -1.607
H -0.139 0.628 1.603
H 0.454 -0.945 2.207
H 0.560 0.520 3.234
H 3.548 0.772 -0.873

---

20
Properties=species:S:1:pos:R:3 method="wB97M-V/def2-TZVPD" de_lowest_kcal_mol=49.24 orbital_gap_ha=0.3078 molar_mass_g_mol=188.68 smiles="O/C=C1/SC=C[C@@H]1C/C=C/Cl"
O -0.144 -1.421 2.557
C -1.198 -0.778 1.991
C -1.223 0.110 1.016
S -2.598 0.847 0.367
C -1.647 2.208 -0.227
C -0.353 1.998 -0.056
C 0.044 0.634 0.330
C 0.173 -0.337 -0.909
C 0.889 -1.548 -0.613
C 0.384 -2.743 -0.781
Cl 1.509 -4.105 -0.523
H 0.722 -0.961 2.398
H -2.028 -1.340 2.206
H -2.128 3.122 -0.486
H 0.300 2.694 -0.502
H 0.982 0.703 0.821
H 0.753 0.340 -1.696
H -0.715 -0.615 -1.284
H 1.945 -1.539 -0.277
H -0.560 -3.294 -1.034

---

31
Properties=species:S:1:pos:R:3 method="wB97M-V/def2-TZVPD" charge=-1 orbital_gap_ha=0.2955 molar_mass_g_mol=367.13 smiles="N=[PH2][C@](CCCC(F)(F)C(F)(F)F)(C(=O)[O-])N(F)C(F)(F)F"
N 1.576 -1.377 0.354
P 2.143 0.078 0.625
C 0.918 1.477 0.697
C 0.021 1.667 -0.539
C -0.190 0.492 -1.506
C -1.158 -0.590 -1.041
C -1.128 -1.832 -1.916
F 0.122 -2.232 -2.170
F -1.796 -1.647 -3.077
C -1.799 -3.024 -1.164
F -0.911 -3.664 -0.412
F -2.810 -2.633 -0.388
F -2.272 -3.928 -2.041
C 1.866 2.767 0.647
O 1.494 3.781 1.263
O 2.896 2.644 -0.066
N 0.205 1.638 1.976
F 1.122 1.588 3.023
C -0.802 0.703 2.342
F -1.228 1.023 3.585
F -1.862 0.805 1.553
F -0.440 -0.583 2.416
H 1.755 -2.001 1.127
H 2.783 0.122 1.881
H 3.079 0.409 -0.359
H 0.432 2.466 -1.145
H -0.965 2.024 -0.255
H 0.731 0.021 -1.837
H -0.617 0.925 -2.413
H -2.172 -0.202 -1.139
H -0.996 -0.921 -0.023

---

23
Properties=species:S:1:pos:R:3 method="wB97M-V/def2-TZVPD" charge=+1 orbital_gap_ha=0.2668 molar_mass_g_mol=311.07 smiles="C[n+]1cncc(C(=O)O[C@](C)(F)I)c1"
C 1.500 -2.704 1.501
N 0.263 -1.911 1.506
C -0.877 -2.259 2.314
N -1.989 -1.700 2.149
C -2.059 -0.696 1.313
C -0.936 -0.235 0.552
C -0.972 0.919 -0.456
O -1.983 1.550 -0.783
O 0.214 1.023 -1.054
C 0.332 1.901 -2.239
C 0.455 3.335 -2.014
F -0.624 1.699 -3.133
I 2.296 1.141 -3.105
C 0.234 -0.940 0.618
H 1.406 -3.619 0.873
H 2.305 -2.129 1.055
H 1.731 -2.742 2.542
H -0.779 -2.903 3.166
H -3.076 -0.201 0.999
H 0.793 3.866 -2.797
H -0.548 3.770 -1.721
H 1.195 3.666 -1.221
H 1.119 -0.831 -0.066

---

19
Properties=species:S:1:pos:R:3 method="wB97M-V/def2-TZVPD" charge=+1 de_lowest_kcal_mol=0.00 orbital_gap_ha=0.3481 molar_mass_g_mol=138.17 smiles="C=C(F)C[n+]1ccccc1"
C -3.390 -0.262 -0.258
C -2.138 0.085 -0.386
F -1.410 0.029 -1.519
C -1.055 0.728 0.811
N 0.305 0.371 0.424
C 0.788 0.764 -0.781
C 1.947 0.305 -1.265
C 2.646 -0.652 -0.542
C 2.182 -1.064 0.701
C 0.959 -0.522 1.161
H -4.079 -0.667 -1.024
H -3.698 -0.171 0.750
H -1.327 0.178 1.722
H -1.138 1.799 0.950
H 0.128 1.428 -1.271
H 2.336 0.876 -2.245
H 3.663 -1.003 -0.799
H 2.772 -1.571 1.401
H 0.509 -0.651 2.172

---

23
Properties=species:S:1:pos:R:3 method="wB97M-V/def2-TZVPD" charge=+1 de_lowest_kcal_mol=0.00 orbital_gap_ha="0.2931 / 0.2930" molar_mass_g_mol=198.18 smiles="[NH2+]=c1cc[nH]c(C2(F)CC2)c1[N+](=O)[O-]"
N 3.385 0.821 0.442
C 2.068 0.819 0.240
C 1.303 2.109 0.186
C -0.021 2.362 -0.098
N -0.889 1.315 -0.167
C -0.623 0.077 0.067
C -1.475 -1.043 0.406
F -0.664 -1.947 1.067
C -3.033 -1.034 0.464
C -2.430 -1.636 -0.781
C 1.168 -0.293 0.091
N 1.639 -1.530 -0.348
O 2.792 -1.785 -0.053
O 0.906 -2.193 -1.027
H 3.974 1.676 0.521
H 3.857 -0.097 0.656
H 1.920 3.055 0.133
H -0.402 3.283 -0.402
H -1.823 1.644 -0.326
H -3.658 -0.135 0.365
H -3.426 -1.763 1.156
H -2.354 -2.708 -0.951
H -2.215 -0.999 -1.641

---

19
Properties=species:S:1:pos:R:3 method="wB97M-V/def2-TZVPD" de_lowest_kcal_mol=82.36 orbital_gap_ha="0.2327 / 0.2327" molar_mass_g_mol=140.16
C 2.036 -0.607 -0.222
C 1.602 0.234 -1.253
C -0.938 0.920 0.326
C 1.511 -0.105 0.998
C 0.902 1.363 -0.697
C 0.673 1.091 0.689
C -1.282 -0.319 -0.218
C -2.660 -0.825 -0.479
O -1.659 1.875 0.471
F -0.314 -1.265 -0.067
H 2.484 -1.557 -0.301
H 1.758 0.155 -2.332
H 1.111 -0.896 1.740
H 2.370 0.217 1.616
H 0.528 2.199 -1.307
H 0.698 1.712 1.467
H -3.284 0.119 -0.446
H -3.030 -1.669 0.262
H -2.833 -1.503 -1.413

---

22
Properties=species:S:1:pos:R:3 method="wB97M-V/def2-TZVPD" charge=+1 de_lowest_kcal_mol=127.21 orbital_gap_ha="0.1824 / 0.2845" molar_mass_g_mol=306.15
C -3.305 0.330 -2.541
C -2.878 -0.868 -1.928
C -2.508 1.449 -2.443
C -1.692 -0.862 -1.123
C -1.347 1.463 -1.657
C -1.094 0.311 -1.092
C 3.513 -0.221 1.735
C 1.322 -0.268 1.063
N 2.642 -0.227 0.665
N 2.795 0.142 2.848
N 1.386 -0.055 2.577
S 5.159 -0.302 1.673
I 0.628 -2.483 1.353
H -4.171 0.370 -3.091
H -3.594 -1.741 -2.046
H -2.749 2.457 -2.993
H -1.306 -1.682 -0.506
H -0.859 2.367 -1.676
H 2.971 -0.015 -0.293
H 3.350 -0.048 3.659
H 0.798 0.771 2.848
H 0.938 -0.891 2.968

---

23
Properties=species:S:1:pos:R:3 method="wB97M-V/def2-TZVPD" charge=-1 de_lowest_kcal_mol=24.57 orbital_gap_ha="0.2674 / 0.2010" molar_mass_g_mol=326.13
C -0.837 -0.649 -1.172
C 1.061 -0.917 0.234
C -0.357 0.602 -1.585
C 1.678 0.127 -0.392
C -0.158 -1.421 -0.222
C 0.967 0.970 -1.257
C -1.709 -2.114 1.486
C -0.663 -2.617 0.467
N 1.462 2.053 -1.921
O 0.614 4.829 0.245
O 0.915 2.778 1.434
O -1.224 3.136 0.304
S 0.206 3.466 0.326
I 3.208 2.894 -1.326
H -1.821 -1.109 -1.392
H 1.788 -1.376 0.987
H -0.869 1.297 -2.327
H 2.672 0.247 -0.078
H -1.574 -1.007 1.707
H -1.626 -2.589 2.514
H -2.758 -2.140 1.256
H -1.128 -3.274 -0.168
H 0.154 -3.185 0.881